1.
This record from the OMol25 dataset describes a structure of composition C27H39N3OPSbV in a non-equilibrium geometry. The level of theory is the ωB97M-V functional and the def2-TZVPD basis.

Geometry (Å):
Sb 0.719 -0.104 3.865
V -0.269 0.387 0.465
P -0.516 1.317 -2.122
O 1.296 -2.670 2.023
N -1.074 1.634 2.065
N -1.040 -1.424 -0.052
N 1.812 0.193 0.991
C 4.484 0.201 1.788
C -2.332 -3.358 0.071
C -2.704 2.474 0.473
C -2.213 1.822 -2.638
C -0.613 1.487 3.331
C 2.144 0.233 2.304
C 1.674 -3.791 2.319
C -0.043 0.197 -3.519
C 3.464 0.251 2.723
C -1.492 -2.541 -0.661
C -2.170 3.120 4.148
C 4.143 0.068 0.456
C 0.513 2.830 -2.318
C 2.444 -0.191 -1.342
C 0.707 -4.864 2.730
C 3.132 -4.153 2.302
C -2.684 3.210 2.868
C -2.189 -1.882 1.975
C -2.373 2.264 -4.093
C -1.338 -1.119 1.192
C -2.128 2.452 1.852
C -1.138 2.226 4.381
C -2.692 -3.024 1.380
C 0.778 0.822 -4.647
C 2.809 0.054 0.083
C 0.553 3.728 -1.083
C -1.080 -2.837 -2.065
H -1.753 3.129 -4.326
H -2.140 1.473 -4.803
H 1.049 -5.362 3.638
H 0.883 0.104 -5.460
H 3.692 0.290 3.780
H 3.699 -3.431 1.718
H -1.356 -3.851 -2.343
H -0.742 2.095 5.380
H 0.309 1.716 -5.055
H -3.409 2.555 -4.263
H 4.902 -0.035 -0.307
H 2.067 0.712 -1.818
H 3.499 -4.141 3.332
H -3.523 3.854 2.646
H 1.682 -0.968 -1.396
H -3.582 3.114 0.418
H 3.289 -5.163 1.923
H 5.522 0.231 2.095
H 1.782 1.089 -4.319
H -2.718 -4.260 -0.384
H -0.288 -4.449 2.877
H -2.584 3.711 4.954
H 1.526 2.505 -2.565
H -3.366 -3.671 1.926
H -3.004 1.468 0.164
H -2.542 2.633 -1.987
H 0.163 3.389 -3.187
H -0.990 -0.179 -3.910
H 0.816 3.171 -0.176
H 3.312 -0.521 -1.908
H 1.306 4.505 -1.206
H -2.436 -1.608 2.991
H -1.571 -2.154 -2.761
H -0.397 4.234 -0.909
H -0.002 -2.726 -2.183
H -2.866 0.971 -2.421
H 0.673 -5.629 1.950
H 0.477 -0.669 -3.122
H -1.966 2.853 -0.231

## Properties
lowest unoccupied orbital energy (spin up / spin down)	-0.274 / -0.269	hartree
relative energy (zero: lowest compared OMol25 entry of this formula, charge and spin)	2.33	kcal per mole
DFT total energy	-76648.647	eV
multiplicity	2
frontier orbital gap (spin up / spin down)	0.181 / 0.180	Ha
E_HOMO (spin up / spin down)	-12.3692 / -12.2171	eV
expectation value of S²	0.77
total charge	+2

Table of Löwdin atomic charges, one value per atom, all in e:
1. Sb 1.5169
2. V 0.8060
3. P 0.9528
4. O -0.0273
5. N -0.0342
6. N 0.0003
7. N -0.0282
8. C -0.0104
9. C 0.0081
10. C -0.0347
11. C -0.3920
12. C -0.5060
13. C -0.5077
14. C -0.4814
15. C -0.3921
16. C -0.1155
17. C -0.2829
18. C -0.0122
19. C 0.0045
20. C -0.3895
21. C -0.0234
22. C -0.0030
23. C -0.0045
24. C 0.0071
25. C -0.0635
26. C -0.1192
27. C -0.2782
28. C -0.2944
29. C -0.1153
30. C -0.0245
31. C -0.1171
32. C -0.2852
33. C -0.1318
34. C -0.0053
35. H 0.0730
36. H 0.0693
37. H 0.0975
38. H 0.0896
39. H 0.0967
40. H 0.0793
41. H 0.0945
42. H 0.0980
43. H 0.0706
44. H 0.0875
45. H 0.1287
46. H 0.0389
47. H 0.1017
48. H 0.1289
49. H 0.0683
50. H 0.1065
51. H 0.0934
52. H 0.1294
53. H 0.0705
54. H 0.1277
55. H 0.0731
56. H 0.1292
57. H 0.0683
58. H 0.1264
59. H 0.0918
60. H 0.0547
61. H 0.0853
62. H 0.0709
63. H 0.0539
64. H 0.1051
65. H 0.0871
66. H 0.1063
67. H 0.0805
68. H 0.0721
69. H 0.0793
70. H 0.0879
71. H 0.1004
72. H 0.0357
73. H 0.0256

2.
This record from the OMol25 dataset describes a structure of composition C27H39NO4RhSTe in a non-equilibrium geometry. The level of theory is the ωB97M-V functional and the def2-TZVPD basis.

Geometry (Å):
Te 3.032 -0.971 -1.666
Rh -0.201 -0.734 -0.712
S -0.161 -3.630 0.902
O -1.566 0.338 0.560
O -0.528 1.142 -1.839
O 2.357 -2.775 -3.166
O 0.897 1.572 1.062
N 1.129 -1.431 -2.016
C 3.410 -2.164 1.019
C 4.350 -4.298 1.688
C 0.001 -3.310 -3.213
C 4.583 -4.585 0.354
C 6.744 -0.631 -4.901
C -0.185 -2.277 0.165
C 5.911 -0.840 -2.625
C 6.268 -0.837 -1.159
C 6.958 -0.716 -3.537
C 4.713 -5.270 2.773
C 5.430 -0.614 -5.353
C 3.625 -2.500 -0.328
C 2.967 -0.582 -5.072
C -2.256 1.322 -0.225
C 3.773 -3.074 2.000
C 4.256 -3.710 -0.683
C -0.170 1.861 1.932
C -1.168 0.727 1.884
C 7.888 -0.514 -5.868
C -1.303 2.093 -1.112
C 0.426 1.747 -2.711
C 1.934 2.534 1.135
C 4.348 -0.741 -4.492
C 4.701 -4.145 -2.055
C 4.607 -0.925 -3.125
C 1.181 -2.503 -2.783
C 2.846 -0.836 1.465
H -0.137 -4.128 -2.504
H 2.358 2.580 2.142
H -2.064 1.007 2.444
H 2.415 0.208 -4.552
H 7.913 -1.373 -6.541
H -1.874 2.712 -1.811
H 2.585 -0.880 2.521
H 5.243 -6.133 2.373
H 6.310 -1.842 -0.740
H 4.805 -5.229 -2.070
H 5.347 -4.796 3.523
H 3.818 -5.628 3.283
H 3.599 -2.815 3.038
H 7.787 0.380 -6.484
H -0.639 2.821 1.672
H -0.090 2.327 -3.477
H 2.389 -1.499 -5.010
H 1.570 3.531 0.862
H 0.180 1.947 2.969
H 1.099 2.396 -2.145
H 3.031 -0.288 -6.118
H -2.805 2.002 0.430
H 5.562 -0.262 -0.554
H 0.186 -3.738 -4.195
H 7.971 -0.664 -3.154
H 8.844 -0.464 -5.349
H 2.707 2.228 0.433
H 5.057 -5.525 0.094
H 5.682 -3.722 -2.284
H 7.247 -0.379 -1.027
H -0.632 2.734 -0.537
H -2.967 0.765 -0.834
H 4.024 -3.857 -2.843
H 5.238 -0.478 -6.411
H 3.580 -0.035 1.340
H -0.900 -2.701 -3.213
H -0.744 -0.175 2.321
H 1.941 -0.550 0.920
H 0.986 0.940 -3.174

## Properties
lowest unoccupied orbital energy	-0.082	hartree
relative energy (zero: lowest compared OMol25 entry of this formula, charge and spin)	11.38	kcal per mole
DFT total energy	-59440.281	eV
frontier orbital gap	0.316	Ha
E_HOMO	-10.8267	eV
total charge	+1

Table of Löwdin atomic charges, one value per atom, all in e:
1. Te 1.8865
2. Rh 0.8376
3. S 0.7626
4. O -0.2745
5. O -0.3023
6. O -0.1599
7. O -0.2476
8. N -0.3699
9. C -0.3161
10. C -0.2467
11. C 0.0139
12. C -0.0038
13. C -0.2504
14. C -0.8434
15. C -0.2979
16. C -0.0527
17. C -0.0072
18. C -0.0347
19. C -0.0034
20. C -0.3008
21. C -0.0397
22. C -0.1319
23. C -0.0130
24. C -0.2547
25. C -0.2078
26. C -0.1338
27. C -0.0376
28. C -0.1681
29. C -0.0557
30. C -0.0850
31. C -0.2742
32. C -0.0314
33. C -0.3068
34. C -0.6631
35. C -0.1090
36. H 0.0887
37. H 0.0997
38. H 0.1409
39. H 0.0605
40. H 0.0885
41. H 0.1462
42. H 0.0897
43. H 0.0794
44. H 0.0825
45. H 0.0871
46. H 0.0874
47. H 0.0882
48. H 0.1251
49. H 0.0865
50. H 0.1291
51. H 0.1070
52. H 0.0718
53. H 0.0963
54. H 0.1421
55. H 0.1018
56. H 0.0857
57. H 0.1438
58. H 0.0562
59. H 0.0931
60. H 0.1224
61. H 0.0778
62. H 0.0839
63. H 0.1217
64. H 0.0898
65. H 0.0874
66. H 0.1159
67. H 0.1408
68. H 0.0512
69. H 0.1250
70. H 0.0768
71. H 0.0789
72. H 0.1302
73. H 0.0007
74. H 0.0425

3.
This record from the OMol25 dataset describes a structure of composition C27H40BrN8O2S3SbTi in a non-equilibrium geometry. The level of theory is the ωB97M-V functional and the def2-TZVPD basis.

Geometry (Å):
Sb 2.347 0.352 1.576
Br -0.298 2.396 3.047
Ti -0.336 0.502 0.210
S 1.119 0.224 -1.797
S -2.000 2.805 0.156
S 0.048 -1.858 0.554
O -4.814 0.410 4.566
O -1.641 0.046 -0.842
N -1.292 5.278 -0.719
N -0.332 2.489 -2.591
N 0.381 4.017 -0.270
N -1.788 -2.171 -1.443
N -0.190 6.015 -0.955
N -0.502 -3.967 -0.942
N 1.147 2.899 0.032
N -1.643 0.303 1.883
C -4.997 0.960 -3.111
C 0.226 1.523 -2.277
C 4.649 1.834 3.180
C 4.024 0.065 0.186
C 0.821 5.258 -0.690
C -2.668 -0.567 1.788
C -2.206 -0.916 -1.483
C -4.051 -1.646 -2.988
C -0.788 -4.345 -3.380
C -3.387 -0.628 -2.299
C -0.989 4.032 -0.307
C -5.185 -1.356 -3.721
C 1.945 -4.297 -0.857
C -3.810 0.335 3.696
C -0.803 -2.682 -0.728
C 3.249 2.054 2.653
C 2.250 5.620 -0.758
C -3.863 0.684 -2.376
C -2.731 1.215 3.836
C -5.666 -0.056 -3.775
C 4.357 1.291 -0.648
C -1.719 1.159 2.908
C 0.586 -4.621 -0.243
C -1.229 -4.701 -1.964
C 2.886 -2.599 2.512
C 3.063 -1.168 2.986
C -3.751 -0.579 2.634
H 3.335 -3.280 3.232
H 3.372 -2.749 1.548
H 2.339 6.650 -1.093
H 4.881 -0.220 0.798
H 1.999 -4.657 -1.881
H 5.242 1.097 -1.251
H 2.716 5.527 0.224
H -3.662 -2.652 -2.936
H -6.562 0.164 -4.338
H 0.245 -4.638 -3.550
H -1.419 -4.863 -4.097
H 5.330 1.525 2.393
H 0.406 -5.697 -0.275
H -5.362 1.975 -3.168
H 2.732 -4.772 -0.279
H 4.654 1.085 3.965
H 1.711 2.646 -0.792
H -2.712 1.923 4.648
H -4.545 -1.291 2.469
H -5.697 -2.143 -4.254
H 2.783 4.973 -1.457
H -2.293 -4.479 -1.843
H -2.618 -1.300 0.990
H -5.518 -0.222 4.365
H 1.831 -2.847 2.411
H 4.121 -0.946 3.126
H 5.023 2.763 3.607
H -2.207 5.649 -0.917
H -1.069 -5.762 -1.775
H 2.107 -3.222 -0.855
H -0.883 -3.276 -3.550
H 1.796 3.144 0.788
H 0.568 -4.305 0.804
H 2.579 2.296 3.477
H -3.330 1.470 -1.857
H 3.546 1.526 -1.339
H 3.768 -0.768 -0.471
H 2.542 -1.002 3.931
H 4.570 2.156 -0.020
H 3.258 2.916 1.981

## Properties
lowest unoccupied orbital energy (spin up / spin down)	-0.114 / -0.117	hartree
relative energy (zero: lowest compared OMol25 entry of this formula, charge and spin)	29.84	kcal per mole
DFT total energy	-176861.792	eV
multiplicity	2
frontier orbital gap (spin up / spin down)	0.262 / 0.272	Ha
E_HOMO (spin up / spin down)	-10.2165 / -10.5877	eV
expectation value of S²	0.76
total charge	+1

Table of Löwdin atomic charges, one value per atom, all in e:
1. Sb 1.3597
2. Br 0.8497
3. Ti 0.3004
4. S 0.6424
5. S 0.7288
6. S 0.7083
7. O 0.1222
8. O -0.3015
9. N 0.0538
10. N 0.1101
11. N -0.0927
12. N 0.1347
13. N 0.1317
14. N -0.1094
15. N 0.0467
16. N -0.1404
17. C -0.0573
18. C -0.8663
19. C -0.1757
20. C -0.4069
21. C -0.3240
22. C -0.1160
23. C -0.3510
24. C -0.0077
25. C -0.0572
26. C -0.1243
27. C -0.7553
28. C -0.0628
29. C -0.0649
30. C -0.2853
31. C -0.6205
32. C -0.4354
33. C 0.0097
34. C -0.0017
35. C -0.0135
36. C -0.0594
37. C -0.1980
38. C -0.7131
39. C -0.2304
40. C -0.1915
41. C -0.2026
42. C -0.4008
43. C 0.0418
44. H 0.0764
45. H 0.0594
46. H 0.0946
47. H 0.0517
48. H 0.0708
49. H 0.0790
50. H 0.0860
51. H 0.1032
52. H 0.1108
53. H 0.0684
54. H 0.0798
55. H 0.0623
56. H 0.1239
57. H 0.1104
58. H 0.0805
59. H 0.0629
60. H 0.0601
61. H 0.1252
62. H 0.1274
63. H 0.1089
64. H 0.0905
65. H 0.1123
66. H 0.0952
67. H 0.1347
68. H 0.0188
69. H 0.0435
70. H 0.0780
71. H 0.1651
72. H 0.1206
73. H 0.0480
74. H 0.0692
75. H 0.0522
76. H 0.0790
77. H 0.0123
78. H 0.0670
79. H 0.0177
80. H 0.0405
81. H 0.0568
82. H 0.0572
83. H 0.0249